(1)
{
  "formula": "C42H39AgF3N3O3S2Te",
  "method": "ωB97M-V/def2-TZVPD",
  "species": ["Te", "Ag", "S", "S", "F", "F", "F", "O", "O", "O", "N", "N", "N", "C", "C", "C", "C", "C", "C", "C", "C", "C", "C", "C", "C", "C", "C", "C", "C", "C", "C", "C", "C", "C", "C", "C", "C", "C", "C", "C", "C", "C", "C", "C", "C", "C", "C", "C", "C", "C", "C", "C", "C", "C", "C", "H", "H", "H", "H", "H", "H", "H", "H", "H", "H", "H", "H", "H", "H", "H", "H", "H", "H", "H", "H", "H", "H", "H", "H", "H", "H", "H", "H", "H", "H", "H", "H", "H", "H", "H", "H", "H", "H", "H"],
  "xyz": [[-2.340, -0.117, -0.508], [0.331, -1.831, 0.087], [-0.990, 0.803, 4.687], [3.115, -2.549, -0.743], [-1.752, -4.855, -0.726], [-2.766, -3.021, -0.134], [-1.932, -3.225, -2.148], [2.840, -2.184, 0.640], [4.361, -2.000, -1.272], [1.973, -2.399, -1.645], [1.225, 0.538, -0.564], [-0.711, 0.703, 2.118], [5.130, 1.719, -1.550], [-1.852, -3.438, 4.435], [-0.226, 3.063, 1.620], [-0.145, 4.587, 3.474], [1.809, 5.057, 0.546], [-5.216, -0.751, -1.421], [-2.407, 1.864, -1.367], [-6.035, -1.075, -3.662], [3.392, -4.317, -0.657], [-3.917, -0.591, -1.893], [0.435, 5.438, 1.119], [4.865, -6.214, -0.616], [-2.679, 4.349, -2.647], [-0.611, -3.730, 2.395], [-0.481, 3.567, 4.357], [2.123, 0.851, 0.375], [-3.215, 2.865, -0.827], [-0.486, -2.350, 2.142], [3.403, 1.290, 0.103], [-1.793, -2.077, 4.234], [-0.663, 2.287, 3.861], [2.866, 1.133, -2.210], [-6.270, -0.991, -2.296], [3.813, 1.380, -1.222], [-1.227, -4.272, 3.508], [-1.568, -3.464, -0.802], [-0.538, 2.021, 2.488], [-0.583, 5.550, -0.024], [1.612, 0.701, -1.830], [3.789, -7.068, -0.401], [3.986, -8.561, -0.293], [-4.736, -0.942, -4.139], [-1.714, 2.146, -2.544], [-0.948, -0.073, 3.115], [2.509, -6.521, -0.306], [2.305, -5.157, -0.432], [-1.848, 3.372, -3.183], [0.548, 6.809, 1.788], [-0.006, 4.349, 2.102], [-3.356, 4.093, -1.461], [-1.099, -1.534, 3.131], [4.670, -4.841, -0.744], [-3.688, -0.711, -3.259], [0.876, 0.446, -2.585], [-1.574, 5.782, 0.373], [1.764, 4.108, 0.006], [1.663, -7.178, -0.129], [-1.246, -5.349, 3.653], [5.867, -6.627, -0.680], [-2.371, -3.847, 5.295], [3.586, -8.945, 0.649], [-0.134, 2.818, 0.567], [-0.293, 6.343, -0.722], [5.395, 1.321, -2.438], [-4.536, -1.034, -5.201], [2.165, 5.830, -0.142], [5.497, -4.164, -0.919], [1.791, 0.727, 1.400], [-7.277, -1.111, -1.911], [5.772, 1.399, -0.840], [-5.401, -0.691, -0.355], [-2.674, -0.648, -3.638], [-1.066, 1.389, -2.970], [5.044, -8.824, -0.350], [-0.410, 7.119, 2.215], [-3.746, 2.671, 0.099], [-0.578, 3.771, 5.418], [-1.305, 3.569, -4.101], [-4.000, 4.854, -1.033], [0.013, 5.578, 3.879], [2.539, 4.945, 1.352], [3.134, 1.198, -3.259], [1.302, 6.812, 2.579], [3.465, -9.078, -1.103], [0.842, 7.551, 1.041], [1.308, -4.729, -0.369], [-0.199, -4.421, 1.665], [4.103, 1.476, 0.909], [-2.310, -1.415, 4.924], [-0.663, 4.619, -0.587], [-2.787, 5.307, -3.143], [-6.855, -1.253, -4.350]],
  "forces_ev_per_a": [[-0.36, 0.15, -0.51], [-1.09, -0.34, 0.57], [-0.05, -0.11, -0.03], [0.90, -0.35, -0.25], [0.15, 0.02, 0.05], [0.18, 0.00, -0.15], [-0.01, -0.05, 0.10], [0.14, 0.13, -0.11], [-0.07, 0.06, 0.02], [0.13, 0.11, 0.09], [0.21, 0.33, -0.10], [0.02, -0.04, -0.26], [0.01, -0.01, 0.00], [0.04, -0.04, 0.01], [0.03, -0.13, -0.11], [-0.06, -0.07, 0.10], [-0.03, 0.00, 0.00], [-0.01, 0.01, 0.03], [0.06, -0.03, 0.16], [0.07, 0.02, 0.03], [-0.05, 0.04, 0.03], [0.02, -0.03, 0.23], [-0.04, 0.01, -0.02], [-0.09, 0.00, 0.02], [0.00, -0.08, 0.03], [0.12, -0.11, -0.11], [0.04, 0.08, -0.04], [-0.21, 0.02, 0.02], [0.00, -0.05, 0.05], [-0.21, 0.73, 0.19], [0.10, -0.08, 0.01], [0.01, 0.23, -0.07], [0.00, -0.16, 0.05], [0.09, -0.04, -0.03], [0.02, 0.00, -0.04], [-0.11, 0.01, 0.00], [-0.04, 0.04, 0.03], [-0.15, 0.15, -0.22], [-0.01, 0.13, 0.10], [0.05, -0.07, 0.06], [-0.13, -0.01, 0.10], [0.07, -0.05, -0.01], [-0.04, 0.10, -0.01], [-0.05, 0.00, 0.02], [0.04, -0.04, 0.02], [0.11, 0.18, 0.21], [0.01, 0.03, 0.01], [-0.06, 0.01, -0.03], [-0.04, 0.09, 0.05], [0.00, -0.04, 0.00], [0.01, 0.01, -0.09], [-0.02, 0.00, -0.08], [0.11, -0.48, 0.05], [-0.02, -0.04, -0.02], [0.12, -0.03, -0.02], [0.04, -0.09, 0.02], [0.01, 0.00, -0.04], [0.02, 0.03, 0.02], [-0.01, 0.05, -0.03], [-0.01, 0.01, -0.04], [0.00, 0.01, -0.03], [-0.03, 0.01, -0.02], [0.02, 0.00, -0.02], [0.03, 0.05, 0.02], [0.01, -0.03, 0.02], [0.05, -0.01, -0.04], [0.00, 0.00, 0.02], [-0.02, -0.03, 0.01], [-0.01, -0.02, 0.01], [0.02, -0.09, -0.04], [0.02, 0.00, 0.01], [0.04, 0.01, 0.01], [-0.02, 0.01, -0.03], [-0.02, 0.01, 0.02], [-0.04, 0.02, 0.00], [-0.01, -0.01, 0.02], [0.06, 0.01, 0.00], [0.00, 0.01, -0.03], [0.00, 0.00, -0.04], [0.00, -0.03, 0.02], [0.02, -0.03, 0.02], [0.00, -0.03, -0.03], [0.01, 0.00, -0.03], [-0.03, -0.03, 0.02], [-0.03, 0.02, -0.01], [0.02, -0.02, 0.02], [0.00, 0.00, 0.01], [0.03, -0.05, -0.01], [-0.01, 0.01, 0.00], [-0.05, -0.01, 0.00], [0.03, -0.05, 0.03], [-0.01, 0.04, 0.02], [0.00, -0.01, 0.00], [0.02, -0.02, 0.02]],
  "lowdin_charge": [1.408, 0.597, 1.050, 0.404, -0.090, -0.183, -0.112, -0.374, -0.370, -0.388, 0.023, 0.051, 0.093, -0.133, 0.032, -0.052, -0.042, -0.143, -0.498, -0.121, -0.256, -0.492, -0.553, -0.065, -0.126, -0.156, -0.100, -0.166, -0.144, -0.114, -0.029, -0.124, -0.493, -0.028, -0.112, -0.341, -0.118, -0.446, -0.302, -0.050, -0.160, -0.298, -0.074, -0.103, -0.147, -0.490, -0.043, -0.037, -0.100, -0.084, -0.174, -0.125, -0.285, -0.064, -0.135, 0.096, 0.088, 0.076, 0.112, 0.085, 0.095, 0.080, 0.071, 0.108, 0.084, 0.080, 0.092, 0.080, 0.100, 0.102, 0.089, 0.082, 0.085, 0.097, 0.072, 0.061, 0.083, 0.091, 0.096, 0.094, 0.095, 0.088, 0.089, 0.105, 0.078, 0.072, 0.077, 0.099, 0.066, 0.110, 0.061, 0.066, 0.091, 0.085],
  "total_energy_ev": -95916.071,
  "total_charge": -2,
  "lumo_energy_ha": 0.14327
}

***

(2)
{
  "formula": "C20H23NO5",
  "method": "ωB97M-V/def2-TZVPD",
  "species": ["O", "O", "O", "O", "O", "N", "C", "C", "C", "C", "C", "C", "C", "C", "C", "C", "C", "C", "C", "C", "C", "C", "C", "C", "C", "C", "H", "H", "H", "H", "H", "H", "H", "H", "H", "H", "H", "H", "H", "H", "H", "H", "H", "H", "H", "H", "H", "H", "H"],
  "xyz": [[2.094, 1.416, -0.075], [0.913, -2.162, 3.687], [-1.390, 2.039, 3.294], [3.382, 1.008, 1.665], [-1.198, -1.568, -2.000], [2.164, -0.291, 3.956], [1.791, -1.410, 3.312], [0.245, -2.435, 0.337], [0.938, -1.123, 0.162], [-0.826, 0.500, -2.821], [-0.537, 2.790, -3.882], [1.403, 0.260, 5.053], [-0.559, 0.940, 3.606], [0.510, -0.208, -0.862], [2.548, 0.580, 0.889], [-0.475, -0.443, -1.839], [-2.017, -1.373, -3.072], [0.503, 1.409, 4.596], [1.128, 1.048, -0.947], [1.983, -0.757, 0.958], [-1.842, -0.137, -3.614], [2.576, -1.642, 2.018], [-2.920, -2.494, -3.446], [-0.191, 1.755, -2.861], [0.779, 1.997, -1.915], [-2.569, 0.410, -4.794], [-1.874, 0.656, -5.595], [0.001, 1.846, 5.459], [1.104, 2.188, 4.123], [-2.080, 1.749, 2.689], [-3.964, -2.189, -3.378], [-0.356, 2.411, -4.885], [2.510, -2.691, 1.738], [0.799, -0.554, 5.462], [-2.726, -2.822, -4.466], [-1.145, 0.124, 4.052], [-3.113, 1.315, -4.527], [-2.752, -3.327, -2.769], [-1.588, 3.060, -3.809], [1.306, 2.937, -1.893], [-0.080, 0.555, 2.694], [0.063, 3.683, -3.734], [2.096, 0.616, 5.820], [-3.279, -0.323, -5.165], [2.817, 0.329, 3.487], [-0.799, -2.353, 0.053], [0.302, -2.764, 1.370], [3.618, -1.361, 2.170], [0.706, -3.189, -0.302]],
  "forces_ev_per_a": [[0.18, 0.19, 0.06], [-0.41, -0.25, 0.08], [-0.23, 0.34, -0.09], [-0.19, 0.01, -0.37], [0.12, -0.35, 0.29], [0.18, 0.40, 0.20], [0.65, -0.18, -0.31], [-0.06, -0.06, 0.15], [0.56, 0.15, 0.41], [0.27, -0.37, 0.55], [-0.01, -0.01, -0.01], [-0.24, 0.14, 0.12], [0.28, -0.29, 0.16], [0.07, 0.38, -0.13], [0.31, 0.01, 0.38], [0.21, 1.07, -0.39], [-0.25, 0.73, -0.73], [-0.22, -0.27, -0.21], [-0.71, -0.48, -0.47], [-0.31, -0.18, -0.40], [-0.18, -0.68, 0.20], [-0.21, 0.02, 0.18], [0.14, 0.10, 0.11], [0.08, -0.29, 0.25], [0.15, -0.01, 0.17], [0.06, -0.06, 0.10], [-0.04, 0.04, -0.12], [0.00, 0.06, 0.05], [0.02, 0.09, 0.02], [0.07, 0.01, 0.04], [-0.06, -0.05, 0.01], [-0.01, 0.05, -0.11], [-0.01, 0.04, 0.09], [0.11, 0.10, 0.06], [-0.02, -0.07, -0.03], [0.10, 0.03, -0.04], [-0.09, 0.06, -0.08], [-0.05, -0.10, -0.01], [-0.07, 0.08, -0.05], [0.06, 0.14, -0.01], [-0.04, -0.03, 0.12], [0.01, 0.07, -0.03], [-0.09, -0.09, 0.00], [-0.09, 0.00, -0.10], [-0.03, -0.20, -0.05], [0.01, -0.08, 0.04], [0.03, -0.05, 0.04], [-0.03, -0.08, -0.06], [-0.01, -0.09, -0.09]],
  "lowdin_charge": [0.149, 0.054, -0.065, 0.087, 0.081, 0.075, -0.498, 0.007, -0.114, -0.062, -0.030, -0.172, -0.272, -0.014, -0.401, -0.127, -0.247, -0.156, -0.163, -0.088, -0.157, -0.033, 0.002, -0.190, 0.048, -0.025, 0.082, 0.117, 0.118, 0.084, 0.088, 0.084, 0.125, 0.120, 0.088, 0.126, 0.082, 0.086, 0.085, 0.128, 0.109, 0.080, 0.119, 0.075, 0.118, 0.084, 0.075, 0.128, 0.108],
  "total_energy_ev": -32842.243,
  "smiles": "Cc1oc2c(c(C)cc3oc(=O)c(CC(=O)NCCCO)c(C)c32)c1C",
  "lumo_energy_ha": 0.00163
}

***

no.,gap between HOMO and LUMO (eV)
1,4.895
2,8.108